# CH3Br2PS

A molecular structure, CH3Br2PS at a distorted geometry (the ωB97M-V functional and the def2-TZVPD basis, the OMol25 dataset).

```
8
Properties=species:S:1:pos:R:3:nbo_charge:R:1
C 0.612 -1.736 -2.692 -0.507
P 0.762 -0.449 0.818 0.211
S -0.687 0.832 0.105 -0.285
Br 0.013 -0.031 -2.556 0.274
Br 2.350 -2.071 -2.217 0.124
H 0.042 -2.661 -2.709 0.226
H 1.755 0.406 0.324 -0.030
H 0.611 0.342 1.862 -0.013
```

Summary:
Frontier orbital gap (alpha / beta) ... 6.64 / 8.07 eV
ΔE to the lowest compared entry with this formula, charge and spin ... 129.67 kcal per mole
E_LUMO (alpha / beta) ... -1.6 / -0.7 eV
Spin multiplicity ... 1
Charge ... 0

# CH3Br3NO2PS

A molecular structure, CH3Br3NO2PS at a distorted geometry (the ωB97M-V functional and the def2-TZVPD basis, the OMol25 dataset).

```
12
Properties=species:S:1:pos:R:3:nbo_charge:R:1
C -0.011 -0.124 0.019 -0.785
N -2.192 -0.547 -1.854 -0.974
O -2.749 0.346 0.713 -1.106
O -1.823 -2.077 0.278 -0.903
P -4.067 0.157 0.101 1.395
S -1.566 -0.943 -0.614 1.861
Br -4.526 1.525 -1.460 -0.051
Br -5.509 0.579 1.611 -0.106
Br -4.685 -1.907 -0.447 -0.070
H -0.114 0.860 0.341 0.250
H 0.178 -0.736 0.897 0.249
H 0.702 -0.245 -0.743 0.239
```

Summary:
Frontier orbital gap ... 8.85 eV
ΔE to the lowest compared entry with this formula, charge and spin ... 0.00 kcal per mole
E_LUMO ... -0.9 eV
Spin multiplicity ... 1
Charge ... 0

# CH3Br3SSi

2 unconnected molecules or ions with the total composition CH3Br3SSi at a distorted geometry (the ωB97M-V functional and the def2-TZVPD basis, the OMol25 dataset).

```
9
Properties=species:S:1:pos:R:3:nbo_charge:R:1
C 1.001 0.555 -1.603 -0.470
Si -1.211 -0.296 1.458 0.586
S 2.155 -0.311 -0.861 0.427
Br -3.375 -1.037 0.963 -0.386
Br -1.551 1.977 2.178 -0.418
Br -0.430 -1.418 3.231 -0.358
H 0.506 0.297 -2.492 0.232
H 1.117 1.683 -1.424 0.245
H 1.788 -1.451 -1.451 0.141
```

Summary:
Frontier orbital gap (alpha / beta) ... 4.31 / 3.39 eV
ΔE to the lowest compared entry with this formula, charge and spin ... 107.15 kcal per mole
E_LUMO (alpha / beta) ... -2.9 / -3.5 eV
Spin multiplicity ... 1
Charge ... 0

# CH3BrCl2OSi

2 unconnected molecules or ions with the total composition CH3BrCl2OSi at a distorted geometry (the ωB97M-V functional and the def2-TZVPD basis, the OMol25 dataset).

```
9
Properties=species:S:1:pos:R:3:nbo_charge:R:1
C 0.296 -0.905 0.310 -0.322
O 0.720 0.335 -0.101 -0.280
Si 4.251 0.534 -0.170 0.983
Cl 4.494 1.142 -2.097 -0.353
Cl 4.335 1.888 1.225 -0.326
Br 5.404 -1.243 0.226 -0.272
H 1.245 -1.426 0.568 0.228
H -0.235 -1.569 -0.359 0.169
H -0.431 -0.886 1.136 0.174
```

Summary:
Frontier orbital gap (alpha / beta) ... 9.77 / 6.30 eV
ΔE to the lowest compared entry with this formula, charge and spin ... 115.08 kcal per mole
E_LUMO (alpha / beta) ... -1.0 / -1.5 eV
Spin multiplicity ... 1
Charge ... 0